Entry 1:
The following is a DFT calculation (ωB97M-V with the def2-TZVPD basis set) of C19H26CsF6N5PS2 as an isolated structure.

Geometry as XYZ:
```
60
Properties=species:S:1:pos:R:3
Cs 0.804 -0.638 0.974
C 3.160 1.073 3.361
N 1.761 0.788 3.642
C 1.651 -0.021 4.849
C 1.000 2.029 3.766
C -0.506 1.855 3.596
N -0.948 1.892 2.201
C -0.853 3.235 1.647
C -2.336 1.450 2.117
H 3.631 1.670 4.158
H 3.248 1.620 2.420
H 3.717 0.138 3.278
H 2.123 0.478 5.710
H 2.134 -0.986 4.695
H 0.609 -0.219 5.083
H 1.369 2.723 3.010
H 1.203 2.503 4.741
H -1.023 2.637 4.178
H -0.813 0.892 4.010
H -1.464 3.952 2.221
H -1.199 3.228 0.614
H 0.176 3.591 1.636
H -3.014 2.130 2.659
H -2.441 0.449 2.529
H -2.650 1.427 1.072
S 2.129 -1.770 -4.699
C 3.467 -0.850 -4.152
C 3.270 -0.326 -2.910
C 2.016 -0.736 -2.421
C 1.246 -1.503 -3.224
C -0.103 -2.029 -2.988
C -0.793 -2.750 -3.960
C -2.075 -3.191 -3.681
C -2.629 -2.913 -2.441
C -1.866 -2.200 -1.527
N -0.638 -1.752 -1.792
H 4.329 -0.739 -4.791
H 3.969 0.312 -2.393
H -0.332 -2.962 -4.917
H -2.632 -3.752 -4.420
H -3.620 -3.254 -2.177
H -2.243 -1.989 -0.532
S 0.903 2.188 -1.367
C 0.404 1.778 -2.901
N -0.802 1.133 -3.064
C -1.280 0.717 -4.251
C -0.559 0.962 -5.374
C 0.662 1.646 -5.183
N 1.124 2.044 -4.028
H -1.289 0.905 -2.208
H -2.225 0.192 -4.235
H -0.898 0.647 -6.348
H 1.286 1.875 -6.043
F -1.818 -1.623 1.775
P -1.470 -2.827 2.860
F -1.081 -3.969 3.899
F -2.444 -3.808 2.051
F -0.452 -1.773 3.600
F -0.221 -3.265 1.889
F -2.673 -2.313 3.783
```

F_max	0.12	eV/A
LUMO level (alpha / beta)	-0.53 / -1.37	eV
HOMO-LUMO gap (alpha / beta)	8.0910 / 7.3451	eV
2S+1	2
charge	0

These are the Mulliken partial charges, in e, on atoms 1 to 4: 1.1596 -1.0954 0.2550 -1.2361

Entry 2:
The following is a DFT calculation (ωB97M-V with the def2-TZVPD basis set) of a 7-piece molecular cluster, C33H49F14O15PS2 overall.

Geometry as XYZ:
```
114
Properties=species:S:1:pos:R:3
C -0.587 2.659 -4.236
C 0.694 2.812 -5.051
O 0.826 4.219 -5.386
C 0.650 2.099 -6.407
P 1.301 0.301 -6.312
C -0.242 -0.453 -6.993
C -1.502 -0.142 -6.124
C -2.349 -1.388 -5.933
F -2.441 -2.133 -7.028
F -1.649 -2.166 -5.062
C -3.719 -1.178 -5.242
F -3.470 -0.717 -4.028
F -4.297 -2.332 -5.062
S -4.920 0.020 -6.046
F -5.839 -1.186 -6.517
F -4.184 -0.024 -7.440
F -4.097 1.266 -5.545
F -5.760 0.047 -4.695
F -5.965 1.019 -6.665
S 2.404 -1.667 -6.232
O 2.251 -2.426 -7.451
O 3.803 -1.336 -6.072
C 2.000 -2.740 -4.747
F 1.040 -3.604 -5.005
F 3.087 -3.474 -4.524
C 1.740 -1.972 -3.426
F 1.830 -2.856 -2.440
F 2.677 -1.093 -3.213
F 0.540 -1.448 -3.364
H -0.593 3.364 -3.405
H -1.496 2.761 -4.828
H -0.556 1.672 -3.755
H 1.603 2.565 -4.486
H 0.633 4.686 -4.562
H 1.346 2.669 -7.033
H -0.327 2.194 -6.887
H 2.294 0.663 -7.258
H 1.529 0.495 -4.928
H -0.161 -1.540 -7.063
H -0.383 -0.081 -8.007
H -1.179 0.158 -5.128
H -2.029 0.659 -6.631
O 0.149 2.398 -1.069
C -0.498 3.274 -0.567
C -0.073 4.181 0.570
C -1.397 4.783 1.021
C -2.206 4.766 -0.267
O -1.739 3.612 -0.996
H 0.609 4.939 0.179
H 0.406 3.611 1.361
H -1.307 5.766 1.453
H -1.862 4.132 1.758
H -2.033 5.654 -0.880
H -3.274 4.668 -0.085
O -0.753 5.533 3.444
C -0.393 4.729 4.260
C 0.079 5.026 5.665
C 0.760 3.719 6.062
C -0.011 2.699 5.242
O -0.393 3.397 4.039
H -0.788 5.237 6.287
H 0.771 5.865 5.675
H 0.741 3.515 7.130
H 1.805 3.738 5.745
H -0.918 2.358 5.745
H 0.593 1.834 4.985
O 7.717 -7.318 -3.077
C 6.531 -7.268 -3.230
C 5.784 -6.482 -4.291
C 4.359 -6.483 -3.751
C 4.314 -7.782 -2.966
O 5.653 -7.968 -2.468
H 5.862 -7.012 -5.241
H 6.187 -5.477 -4.383
H 3.593 -6.421 -4.522
H 4.223 -5.637 -3.074
H 4.055 -8.638 -3.593
H 3.620 -7.737 -2.130
O 0.715 -9.121 -1.759
C 0.931 -8.769 -0.638
C 0.338 -9.355 0.628
C 0.655 -8.280 1.662
C 1.928 -7.666 1.104
O 1.807 -7.778 -0.325
H 0.843 -10.297 0.849
H -0.730 -9.515 0.517
H 0.771 -8.661 2.676
H -0.142 -7.535 1.673
H 2.824 -8.205 1.419
H 2.035 -6.618 1.375
O -4.161 3.595 5.401
C -4.166 4.673 5.916
C -5.314 5.317 6.665
C -4.880 6.778 6.730
C -3.364 6.662 6.721
O -3.079 5.491 5.936
H -5.383 4.868 7.657
H -6.248 5.190 6.126
H -5.264 7.317 7.594
H -5.216 7.299 5.832
H -2.952 6.517 7.723
H -2.886 7.526 6.265
O 1.006 0.628 7.349
C 1.255 0.970 8.468
C 0.667 0.398 9.742
C 1.036 1.459 10.774
C 2.317 2.036 10.194
O 2.166 1.931 8.767
H 1.145 -0.560 9.951
H -0.408 0.272 9.650
H 1.158 1.071 11.784
H 0.262 2.229 10.801
H 3.201 1.467 10.491
H 2.463 3.079 10.465
```

F_max	3.17	eV/A
LUMO level	0.13	eV
HOMO-LUMO gap	9.1859	eV
charge	0

These are the Mulliken partial charges, in e, on atoms 1 to 4: -0.7135 0.2891 -0.5945 -1.1070